16
Properties=species:S:1:pos:R:3:lowdin_charge:R:1 method="wB97M-V/def2-TZVPD" e_lumo_ev=0.69 gap_ev=7.95
C 0.4292 1.0283 0.4826 0.0294
C -1.0795 -1.1910 1.2068 -0.0812
C -0.1640 1.1027 -0.8309 -0.5329
C 0.0709 -0.8817 0.3053 -0.3138
N 0.1099 2.0685 -1.7225 0.1826
C 1.0412 -1.7318 -0.0213 -0.0244
O -0.6944 0.0183 -1.2232 -0.0004
H 0.5394 2.9303 -1.4345 0.1086
H -0.1790 1.9571 -2.6803 0.1159
H -0.2737 1.2425 1.2797 0.0845
H 1.4235 1.4510 0.5994 0.0926
H -0.8659 -0.8755 2.2304 0.0809
H -1.9722 -0.6645 0.8680 0.0812
H -1.2863 -2.2632 1.2026 0.0827
H 1.0618 -2.7086 0.4425 0.0475
H 1.8391 -1.4824 -0.7046 0.0468


16
Properties=species:S:1:pos:R:3:lowdin_charge:R:1 method="wB97M-V/def2-TZVPD" e_lumo_ev="-0.32 / -0.32" gap_ev="7.46 / 7.46"
C 0.1706 -0.1158 -1.1829 -0.2227
C 0.1456 1.2124 -0.5769 -0.2227
C 0.9657 -1.2896 0.4870 -0.2225
C -0.1655 1.1376 0.9308 -0.1777
C -1.3796 1.2926 1.4447 -0.0451
O 1.1072 -0.3562 -2.1358 0.0249
N 0.3673 -2.3615 0.8245 0.0345
H 0.9827 -1.2442 -2.5003 0.1220
H -0.7599 -0.6702 -1.2535 0.1348
H -0.6029 -2.1592 1.0898 0.0409
H 1.0862 1.7413 -0.7450 0.1245
H -0.6854 1.7770 -1.0169 0.1298
H 2.0177 -1.3689 0.1821 0.0786
H 0.5864 -0.1363 1.1067 0.0993
H -2.2808 1.4316 0.8446 0.0556
H -1.5554 1.1092 2.5010 0.0458


16
Properties=species:S:1:pos:R:3:lowdin_charge:R:1 method="wB97M-V/def2-TZVPD" e_lumo_ev=0.61 gap_ev=8.23
C 1.0418 -0.9644 1.7123 -0.0498
C 0.6081 0.2176 0.8493 -0.3415
C 0.0494 -0.2952 -0.4653 -0.2131
C -0.9941 -0.0447 -2.5583 -0.0174
O -0.3028 0.8231 -1.3080 -0.1516
C -0.4319 1.0358 1.4911 -0.1904
N -1.3063 1.6750 1.8997 0.1694
H 1.7996 -1.5442 1.1765 0.0901
H 0.1912 -1.6205 1.9211 0.0944
H 1.4622 -0.6206 2.6577 0.0874
H 1.4572 0.8712 0.6230 0.1545
H 0.7935 -0.8484 -1.0391 0.1321
H -0.8156 -0.9529 -0.3249 0.1317
H -2.0320 0.2880 -2.3889 -0.0144
H -0.5877 0.5535 -3.3812 -0.0218
H -0.9326 1.4268 -0.8650 0.1405


16
Properties=species:S:1:pos:R:3:lowdin_charge:R:1 method="wB97M-V/def2-TZVPD" e_lumo_ev="0.38 / -0.15" gap_ev="8.07 / 7.16"
C -1.5107 -1.0412 0.5235 -0.0842
C -0.7331 0.0521 -0.1707 -0.3757
C -0.8004 0.0516 -1.6799 -0.0856
C 1.7823 0.3522 0.8417 -0.0338
O 3.0160 -0.0083 1.1356 0.0447
C -0.4851 1.2303 0.4892 -0.3287
N 0.0882 2.0809 1.0915 0.1278
H -1.1686 -2.0288 0.1875 0.0785
H -1.4098 -0.9942 1.6132 0.0778
H -2.5831 -0.9761 0.2852 0.0798
H -1.8379 0.1676 -2.0282 0.0798
H -0.4331 -0.9010 -2.0837 0.0778
H -0.2123 0.8636 -2.1217 0.0767
H 1.5932 0.8267 -0.1030 0.0705
H 1.0584 0.0185 1.5575 0.0743
H 3.6359 0.3060 0.4622 0.1204


16
Properties=species:S:1:pos:R:3:lowdin_charge:R:1 method="wB97M-V/def2-TZVPD" e_lumo_ev=0.90 gap_ev=9.33
C 1.3217 -1.2380 0.0232 -0.0174
C 0.6966 0.1446 0.0608 -0.6155
O 1.7277 1.1062 0.2357 -0.0431
C -0.2388 0.5661 -1.0811 -0.0984
N -1.4595 0.8570 -0.2762 -0.0094
C -1.6083 -0.2687 0.6665 -0.2069
C -0.3666 0.3523 1.1469 0.0598
H 0.5887 -2.0125 -0.2279 0.0764
H 1.7421 -1.4622 1.0093 0.0882
H 2.1395 -1.2724 -0.7030 0.0880
H 1.4724 1.5884 1.0364 0.0789
H -0.4991 -0.2139 -1.8065 0.1232
H 0.1103 1.4550 -1.6089 0.1273
H -1.6185 -1.2037 0.0953 0.1163
H -2.4962 -0.1765 1.2916 0.1084
H -1.5119 1.7783 0.1378 0.1241


16
Properties=species:S:1:pos:R:3:lowdin_charge:R:1 method="wB97M-V/def2-TZVPD" smiles="[H]/N=C(/C)[C@H](C)C=O" e_lumo_ev=0.70 gap_ev=10.23
H 0.5737 0.1081 2.2000 0.0420
N 1.2049 -0.3276 1.5312 0.1494
C 0.8450 -0.1992 0.3252 -0.4944
C 1.7226 -0.8948 -0.7222 -0.0368
C -0.3233 0.3616 -0.3563 -0.2633
C -0.9242 1.6302 0.2944 -0.0834
C -1.3714 -1.0145 -0.1122 -0.1586
O -1.3340 -1.9045 -0.8800 0.0756
H 2.5519 -1.3590 -0.2274 0.0598
H 1.9302 -0.2291 -1.5463 0.0625
H 0.8798 -1.7038 -1.1531 0.1375
H -0.2306 0.7178 -1.4378 0.1567
H -0.5189 2.5301 0.0032 0.0354
H -2.0171 1.6299 -0.1256 0.1096
H -1.0126 1.5491 1.4141 0.0825
H -1.9760 -0.8943 0.7928 0.1255


16
Properties=species:S:1:pos:R:3:lowdin_charge:R:1 method="wB97M-V/def2-TZVPD" smiles="C=C(C)/C=C(/N)O" e_lumo_ev=0.88 gap_ev=8.26
C -1.5898 -1.0141 -1.3326 0.0155
C -0.8872 -0.3302 -0.4254 -0.3579
C -1.5797 0.0298 0.9229 -0.0625
C 0.4691 0.0885 -0.6773 -0.0636
C 1.4263 0.3918 0.2314 -0.4419
N 2.6620 0.8891 -0.1251 0.1235
O 1.2611 0.3752 1.5728 0.0610
H -2.6196 -1.2830 -1.1718 0.0487
H -1.1505 -1.3193 -2.2685 0.0528
H -1.3766 -0.7139 1.6956 0.0850
H -1.3747 1.0544 1.2358 0.0858
H -2.6491 -0.0030 0.7387 0.0734
H 0.7670 0.1118 -1.7167 0.1066
H 3.3528 0.8431 0.6074 0.0968
H 2.9906 0.6529 -1.0466 0.0976
H 0.2983 0.2270 1.7594 0.0791


16
Properties=species:S:1:pos:R:3:lowdin_charge:R:1 method="wB97M-V/def2-TZVPD" smiles="N/C=C/CCC=O" e_lumo_ev=1.02 gap_ev=9.01
N 2.5925 0.3834 1.7853 0.0370
C 1.7133 0.7184 0.7664 -0.2247
C 0.3975 0.4954 0.7250 -0.1541
C -0.4858 0.5015 -0.4860 -0.2167
C -1.1970 -0.8775 -0.5952 -0.1640
C -2.2789 -0.7585 -1.6313 -0.2820
O -3.4516 -0.9017 -1.3748 0.0445
H 3.5545 0.3179 1.5248 0.0744
H 2.2297 -0.0535 2.6121 0.0843
H 2.2675 1.1777 -0.0547 0.1159
H -0.1024 0.3649 1.6883 0.1073
H -1.2640 1.2543 -0.4058 0.1087
H 0.1211 0.6583 -1.3814 0.1127
H -0.4632 -1.6373 -0.8610 0.1191
H -1.6617 -1.0840 0.3654 0.1127
H -1.9715 -0.5593 -2.6770 0.1250


16
Properties=species:S:1:pos:R:3:lowdin_charge:R:1 method="wB97M-V/def2-TZVPD" smiles=O[C@H]1C[C@]2(CN2)C1 e_lumo_ev=1.01 gap_ev=10.56
O -2.2091 -0.7253 1.1842 -0.0286
C -1.3916 -0.7259 0.0406 -0.3550
C 0.0954 -1.1279 0.2614 -0.0422
C 0.5026 0.2843 -0.1632 -0.4688
C 1.7545 0.7277 -0.7998 -0.1112
N 1.4073 1.1633 0.5578 0.0527
C -0.9415 0.6672 -0.4728 -0.0437
H -1.8244 -0.1068 1.8199 0.0944
H -1.9171 -1.3376 -0.6961 0.1412
H 0.4545 -1.9308 -0.3912 0.1129
H 0.3247 -1.3917 1.3015 0.1172
H 1.7317 1.5151 -1.5506 0.1016
H 2.5499 -0.0052 -0.9297 0.1055
H 1.9385 0.6302 1.2429 0.0906
H -1.3269 1.5005 0.1245 0.1195
H -1.1486 0.8629 -1.5295 0.1139


16
Properties=species:S:1:pos:R:3:lowdin_charge:R:1 method="wB97M-V/def2-TZVPD" e_lumo_ev=0.65 gap_ev=9.54
C 1.9871 -0.7300 0.6902 -0.1110
C 1.0426 0.2230 1.3541 -0.1331
O 1.7405 1.2805 1.7179 0.0066
C -1.6983 -0.2532 -0.3787 -0.2562
C -1.2735 1.0233 -1.1096 -0.1074
C -1.2194 -1.4646 -1.0519 -0.2475
N -0.8157 -2.4164 -1.5728 0.1320
H 1.4751 -1.3000 -0.0915 0.0516
H 2.2542 -1.4605 1.4685 0.0889
H 2.9130 -0.2775 0.3126 0.0766
H -1.2581 -0.2447 0.6264 0.0656
H 1.1346 1.8824 2.1752 0.1015
H -2.7879 -0.3148 -0.2882 0.1138
H -1.6423 1.0483 -2.1392 0.0777
H -0.1819 1.1101 -1.1330 0.0662
H -1.6702 1.8942 -0.5799 0.0747


16
Properties=species:S:1:pos:R:3:lowdin_charge:R:1 method="wB97M-V/def2-TZVPD" smiles=Cc1ccc[nH]1.O e_lumo_ev=0.90 gap_ev=9.25
C -0.1320 -1.4758 1.5008 -0.0388
C 0.1436 -0.1074 0.9661 -0.3363
C -0.7629 0.8796 0.6705 -0.0699
C -0.1117 1.8114 -0.1959 -0.1164
C 1.1411 1.3374 -0.4370 -0.1493
N 1.2737 0.1555 0.2385 0.0486
H 0.5607 -1.7699 2.2855 0.0690
H -1.1129 -1.5300 1.9633 0.0771
H -0.0437 -2.2420 0.7415 0.0749
H -1.7499 1.0997 1.0629 0.1019
H -0.4977 2.7374 -0.5953 0.0933
H 1.8900 1.6753 -1.1342 0.1091
H 2.1298 -0.3806 0.3133 0.1602
O -0.6939 -0.9298 -2.7488 -0.0725
H -0.4055 -0.2279 -2.1459 0.0037
H -1.6287 -1.0329 -2.4852 0.0454


16
Properties=species:S:1:pos:R:3:lowdin_charge:R:1 method="wB97M-V/def2-TZVPD" e_lumo_ev=-0.45 gap_ev=8.61
C 2.6839 0.4028 0.2109 -0.1043
O 1.3196 0.7488 0.2840 -0.1799
C 0.4941 -0.3784 0.3228 -0.2351
C -0.9574 0.1003 0.3880 -0.1737
C -2.1411 0.7940 -1.5181 0.1047
C -1.8687 -1.0046 0.5915 -0.2643
N -2.5543 -1.9149 0.7890 0.1562
H 3.2519 1.3345 0.1807 0.0926
H 2.9019 -0.1811 -0.6959 0.0930
H 2.9969 -0.1831 1.0892 0.0924
H 0.7195 -0.9957 1.2132 0.1400
H 0.6402 -1.0225 -0.5578 0.1392
H -1.0713 0.8286 1.1976 0.1477
H -3.0767 0.9171 -0.9375 -0.0021
H -1.1236 0.7846 -0.6267 -0.0030
H -2.2150 -0.2305 -1.9311 -0.0033


16
Properties=species:S:1:pos:R:3:lowdin_charge:R:1 method="wB97M-V/def2-TZVPD" spin_multiplicity=3 e_lumo_ev="0.95 / -2.51" s_squared=2.0130 gap_ev="6.73 / 7.22"
C -1.1401 1.8481 0.0247 -0.0473
C 1.5811 0.3471 -0.5930 -0.2542
C 0.5245 -1.0114 1.3226 -0.0323
C -0.7444 -0.8597 -0.8878 -0.0548
C 0.1479 -0.1497 0.1195 -0.5145
N -0.3193 1.1131 0.6188 0.0126
O 2.6585 0.1534 -0.1414 0.1159
H -1.3966 2.7851 0.5035 0.0682
H -1.6417 1.6405 -0.9249 0.0761
H 1.3825 0.8975 -1.5278 0.1392
H 1.5148 -0.7267 1.6736 0.0772
H 0.5401 -2.0654 1.0597 0.0818
H -0.1812 -0.8501 2.1315 0.0842
H -1.7350 -0.9786 -0.4469 0.0926
H -0.8407 -0.2989 -1.8152 0.0720
H -0.3505 -1.8444 -1.1169 0.0831


16
Properties=species:S:1:pos:R:3:lowdin_charge:R:1 method="wB97M-V/def2-TZVPD" spin_multiplicity=3 e_lumo_ev="1.00 / -2.40" s_squared=2.0073 gap_ev="7.15 / 7.57"
C 1.4036 1.6019 -0.0890 -0.0774
C 0.8827 -1.0776 -0.5798 -0.2941
C -0.4828 -0.2700 1.4764 0.0067
C -1.4072 -0.3700 -0.9671 -0.0562
C -0.2265 -0.1387 -0.0357 -0.4695
N 0.1968 1.3768 -0.3481 0.0610
O 1.8575 -1.3197 0.0850 0.1154
H 1.5508 2.7222 -0.2332 0.0872
H 2.2931 1.0221 0.2454 0.0939
H 0.6305 -1.4045 -1.5569 0.1148
H -1.1012 -1.0533 1.5742 0.0451
H -0.8554 0.5873 1.7811 0.0335
H 0.5255 -0.4314 1.9200 0.1071
H -1.1820 -0.4230 -1.9599 0.0455
H -2.0364 -1.2534 -0.5114 0.1321
H -2.0488 0.4313 -0.8009 0.0550


17
Properties=species:S:1:pos:R:3:lowdin_charge:R:1 method="wB97M-V/def2-TZVPD" smiles="C[C@H]1CON(C)C1=O" e_lumo_ev=0.83 gap_ev=9.90
C 2.0073 0.6012 -0.8279 -0.0572
C 0.9676 -0.3846 -0.2292 -0.2324
C 0.7008 -0.0331 1.2350 -0.1582
O -0.4274 0.7922 1.1123 -0.0704
N -1.1349 0.2495 0.0749 -0.1095
C -2.5505 -0.3536 0.3593 0.0701
C -0.3670 -0.0350 -0.9385 -0.4063
O -0.5163 0.0141 -2.2134 0.0220
H 1.7580 0.6472 -1.9168 0.0794
H 1.7281 1.6469 -0.4589 0.1170
H 3.0161 0.2171 -0.7929 0.0681
H 1.3275 -1.4101 -0.3120 0.1440
H 1.5425 0.5144 1.7081 0.1363
H 0.2909 -0.7898 1.9404 0.1295
H -2.2796 -1.2339 1.0037 0.0965
H -2.8640 -0.8746 -0.5317 0.0791
H -3.1992 0.4320 0.7878 0.0923